DFT (the ωB97M-V functional and the def2-TZVPD basis) results for the ion C5H8N2 with charge +2 in a non-equilibrium geometry.

Each line ends with the Mulliken charge.
Positions of all 15 atoms, in Å:
C (-2.09, 0.91, 0.07)  -0.004
N (-1.97, -0.37, -0.04)  0.009
C (-0.81, -1.15, 0.02)  0.163
N (0.39, -0.70, -0.02)  -0.013
C (1.81, -1.20, 0.01)  -0.401
C (1.44, 0.24, 0.06)  0.528
C (1.73, 1.54, -0.02)  -0.611
H (-3.20, 1.38, -0.08)  0.332
H (-1.15, 1.52, 0.30)  0.133
H (-2.94, -0.80, -0.27)  0.386
H (-1.05, -2.26, -0.16)  0.376
H (1.88, -1.69, 1.01)  0.291
H (2.35, -1.66, -0.79)  0.312
H (0.89, 2.35, -0.23)  0.191
H (2.73, 1.88, 0.12)  0.308

Summary:
- Net charge: +2
- Energy relative to the best compared isomer or geometry (same formula, charge and spin): 52.6 kcal/mol
- Highest occupied orbital energy: -0.7116 Eh